(1)
Formula: C36H66Br2Cl18O7
Source: OMol25
Level of theory: wB97M-V/def2-TZVPD

Atoms and positions in Å:
C (-19.762, 11.835, 6.020)
Cl (-20.561, 13.026, 6.994)
Cl (-18.802, 10.744, 7.091)
Cl (-18.673, 12.466, 4.815)
H (-20.493, 11.273, 5.439)
C (-17.096, 10.552, 12.827)
Cl (-17.684, 11.969, 13.765)
Cl (-17.949, 10.520, 11.234)
Cl (-17.385, 9.054, 13.767)
H (-16.021, 10.651, 12.674)
C (-23.489, 20.840, 16.358)
Cl (-25.114, 21.361, 16.226)
Cl (-23.207, 20.515, 18.100)
Cl (-22.328, 22.152, 15.773)
H (-23.389, 19.854, 15.903)
C (-17.529, 16.417, 9.647)
Cl (-16.018, 17.072, 9.021)
Cl (-18.103, 15.084, 8.590)
Cl (-18.802, 17.591, 9.782)
H (-17.348, 15.913, 10.596)
C (-23.731, 11.911, 9.923)
Cl (-24.651, 11.775, 11.391)
Cl (-24.518, 11.255, 8.478)
Cl (-22.238, 10.974, 10.200)
H (-23.375, 12.940, 9.876)
C (-21.780, 11.281, 15.907)
Cl (-21.461, 9.661, 16.602)
Cl (-21.636, 12.541, 17.140)
Cl (-23.384, 11.420, 15.222)
H (-21.090, 11.410, 15.073)
C (-19.689, 14.989, 20.395)
C (-20.382, 13.651, 20.504)
C (-20.505, 13.413, 21.986)
O (-19.525, 14.263, 22.592)
C (-19.258, 15.321, 21.746)
H (-20.411, 15.717, 20.026)
H (-18.799, 14.899, 19.773)
H (-19.920, 12.783, 20.034)
H (-21.355, 13.657, 20.012)
H (-20.374, 12.361, 22.236)
H (-21.525, 13.607, 22.317)
H (-18.230, 15.677, 21.810)
H (-19.882, 16.173, 22.016)
C (-20.604, 20.682, 12.027)
C (-22.107, 20.528, 12.049)
C (-22.186, 19.161, 12.657)
O (-21.000, 18.979, 13.512)
C (-20.070, 20.074, 13.309)
H (-20.325, 21.736, 11.990)
H (-20.185, 20.208, 11.140)
H (-22.516, 20.694, 11.052)
H (-22.629, 21.157, 12.770)
H (-21.969, 18.431, 11.878)
H (-23.153, 19.051, 13.149)
H (-19.014, 19.844, 13.164)
H (-20.212, 20.742, 14.158)
C (-15.172, 15.458, 14.797)
C (-14.751, 14.217, 14.121)
C (-14.704, 14.598, 12.609)
O (-15.805, 15.516, 12.454)
C (-16.149, 16.162, 13.711)
H (-14.286, 16.091, 14.847)
H (-15.705, 15.198, 15.711)
H (-15.334, 13.317, 14.316)
H (-13.808, 13.861, 14.536)
H (-14.845, 13.587, 12.226)
H (-13.681, 14.945, 12.463)
H (-17.047, 15.582, 13.928)
H (-16.327, 17.237, 13.736)
C (-21.737, 15.121, 12.956)
C (-20.459, 15.497, 13.683)
C (-20.023, 14.231, 14.362)
O (-20.396, 13.157, 13.473)
C (-21.548, 13.595, 12.762)
H (-21.950, 15.720, 12.071)
H (-22.458, 15.177, 13.772)
H (-20.512, 16.384, 14.313)
H (-19.709, 15.764, 12.939)
H (-20.642, 14.127, 15.254)
H (-18.951, 14.281, 14.549)
H (-22.354, 13.039, 13.242)
H (-21.508, 13.371, 11.696)
C (-22.368, 16.868, 8.653)
C (-22.453, 18.374, 8.547)
C (-22.691, 18.646, 7.032)
O (-22.101, 17.453, 6.432)
C (-21.624, 16.439, 7.430)
H (-23.371, 16.441, 8.649)
H (-21.850, 16.382, 9.480)
H (-21.543, 18.826, 8.942)
H (-23.295, 18.804, 9.090)
H (-22.271, 19.565, 6.623)
H (-23.773, 18.728, 6.930)
H (-20.567, 16.517, 7.685)
H (-21.892, 15.473, 7.002)
C (-16.804, 12.949, 19.211)
C (-15.448, 12.324, 19.494)
C (-14.706, 12.429, 18.170)
O (-15.808, 12.050, 17.316)
C (-17.057, 12.498, 17.819)
H (-16.779, 14.038, 19.173)
H (-17.506, 12.520, 19.926)
H (-15.606, 11.269, 19.722)
H (-14.971, 12.867, 20.310)
H (-13.908, 11.688, 18.116)
H (-14.364, 13.449, 17.995)
H (-17.826, 11.734, 17.933)
H (-17.450, 13.291, 17.183)
C (-26.363, 16.932, 10.385)
C (-26.166, 16.856, 8.888)
C (-25.809, 15.420, 8.523)
O (-25.081, 15.020, 9.689)
C (-25.263, 15.947, 10.791)
H (-27.331, 16.548, 10.707)
H (-26.323, 17.933, 10.814)
H (-25.311, 17.513, 8.724)
H (-26.850, 17.437, 8.268)
H (-25.222, 15.398, 7.605)
H (-26.743, 14.868, 8.413)
H (-24.254, 16.267, 11.052)
H (-25.626, 15.381, 11.648)
Br (-25.832, 17.294, 15.466)
C (-26.539, 15.762, 16.528)
C (-26.052, 14.466, 15.910)
Br (-26.821, 12.894, 16.628)
H (-27.620, 15.883, 16.455)
H (-26.364, 15.936, 17.589)
H (-24.966, 14.365, 15.920)
H (-26.149, 14.497, 14.824)

Results
HOMO-LUMO gap, eV: 9.724
Strongest force on any atom, eV/Å: 4.2
E_HOMO, eV: -9.57
2S+1: 1
Lowest unoccupied orbital energy, eV: 0.15


(2)
Formula: C5H14N2
Source: OMol25
Level of theory: wB97M-V/def2-TZVPD

Atoms and positions in Å:
C (-1.460, -0.832, -1.533)
C (-0.440, -1.153, -0.430)
N (-0.127, -2.575, -0.401)
C (0.802, -0.248, -0.483)
C (0.513, 1.247, -0.327)
C (-0.156, 1.676, 0.997)
N (0.815, 1.760, 2.073)
H (-1.742, -1.776, -2.007)
H (-1.052, -0.223, -2.332)
H (-2.331, -0.356, -1.107)
H (-0.926, -0.961, 0.530)
H (0.436, -2.872, -1.190)
H (0.436, -2.815, 0.410)
H (1.325, -0.385, -1.429)
H (1.472, -0.568, 0.308)
H (1.476, 1.766, -0.308)
H (-0.103, 1.627, -1.140)
H (-0.885, 0.936, 1.324)
H (-0.681, 2.604, 0.773)
H (1.430, 2.559, 1.955)
H (0.318, 1.861, 2.950)

Results
HOMO-LUMO gap, eV: 10.172
ΔE to the lowest compared entry with this formula, charge and spin, eV: 0.4842
Strongest force on any atom, eV/Å: 0.9
E_HOMO, eV: -9.04
SMILES: C[C@@H](N)CCCN
2S+1: 1
Lowest unoccupied orbital energy, eV: 1.13